[1]
Here is C6H10N2O as an isolated structure in a non-equilibrium geometry from the OMol25 dataset. Energies are from ωB97M-V with the def2-TZVPD basis set.

The charge is 0. The frontier orbital gap is 8.09 eV. As for the HOMO energy: -8.1 eV. As for the energy above the lowest of the compared OMol25 structures with the same formula, charge and spin: 962.9 kJ/mol.

Geometry as XYZ:
```
19
Properties=species:S:1:pos:R:3:forces:R:3
C 1.37370 -0.75446 -0.80637 0.5 -0.2 -0.5
C 0.41313 -1.62182 0.14753 4.6 -3.4 -1.4
C -2.28725 -0.07832 -0.27172 -2.7 -1.4 0.8
C -1.51501 1.18528 -0.29807 -3.9 1.7 -1.9
C -0.32181 1.58143 0.01772 4.2 1.2 3.5
C 0.89566 0.87029 0.79935 -5.0 1.1 4.2
H 0.85259 -0.26555 -1.86960 1.3 -1.8 2.9
H 2.32737 -1.48351 -0.98885 -2.6 1.5 -0.3
H 0.31598 -2.58554 -0.45385 -1.4 1.3 0.7
H 1.13018 -2.07498 0.96068 -1.2 1.4 -1.1
H -3.46456 -0.12173 -0.31965 2.4 0.7 -1.0
H -1.99674 2.20406 -0.67494 -0.5 -3.0 0.7
H -0.38400 2.66575 0.18737 1.0 -0.1 -0.8
H 1.09420 1.59829 1.95036 0.1 -2.1 -4.0
H 0.02153 -0.07679 1.14213 3.7 4.1 0.4
H 2.24794 0.94976 -0.47137 4.9 8.2 -6.9
N -1.96188 -1.26929 0.13202 0.5 2.2 0.0
N 1.92838 0.33073 0.02403 -4.0 -8.1 5.9
O -0.66943 -1.05360 0.79319 -2.0 -3.3 -1.2
```
Positions in Å, forces in eV/Å.



[2]
Here is C8H15O2P as an isolated structure in a non-equilibrium geometry from the OMol25 dataset. Energies are from ωB97M-V with the def2-TZVPD basis set.

The charge is 0. The frontier orbital gap is 8.50 eV. As for the HOMO energy: -8.1 eV. As for the energy above the lowest of the compared OMol25 structures with the same formula, charge and spin: 202.4 kJ/mol.

Geometry as XYZ:
```
26
Properties=species:S:1:pos:R:3:forces:R:3
C -1.38505 3.05772 1.33169 0.0 0.1 0.0
C 1.72474 -0.76699 1.71059 0.2 -0.1 0.0
C 0.59429 0.12434 2.20655 -0.1 1.0 -3.1
C 2.15298 -0.15640 0.37333 -0.2 0.2 -0.1
C 0.00531 -0.18973 -2.48103 0.1 0.0 0.2
C -0.50975 -1.69444 -0.55046 0.1 0.2 0.0
C -1.89687 0.34143 -0.93845 0.2 0.0 0.1
C -0.48749 -0.24869 -1.03089 0.2 0.2 0.3
O -0.85802 3.82447 0.66635 0.7 1.2 -0.9
O -1.93751 2.31444 2.00480 -0.8 -1.1 1.0
P 0.65387 0.93392 -0.08175 0.0 -1.6 2.7
H 2.55530 -0.80591 2.42351 0.0 -0.1 0.0
H 1.36465 -1.78865 1.57676 0.0 0.1 0.0
H -0.34540 -0.32555 2.48356 -0.1 0.0 0.1
H 0.87975 0.98120 2.79522 0.0 0.2 0.2
H 2.99150 0.52929 0.51013 0.0 0.0 -0.1
H 2.43377 -0.87654 -0.39655 0.1 0.0 0.0
H -0.67815 -0.73079 -3.13619 -0.1 -0.1 0.0
H 0.99278 -0.64265 -2.57090 0.1 0.0 -0.1
H 0.06975 0.84133 -2.82584 0.0 0.1 -0.1
H -0.86734 -1.75961 0.47387 0.0 0.0 0.1
H 0.47506 -2.14949 -0.60792 0.1 -0.1 0.0
H -1.18013 -2.27212 -1.18503 -0.1 -0.1 -0.1
H -2.24162 0.34956 0.09417 -0.1 0.0 0.1
H -1.91371 1.36225 -1.31656 -0.1 0.1 -0.1
H -2.59272 -0.25239 -1.52896 -0.1 -0.1 -0.1
```
Positions in Å, forces in eV/Å.



[3]
Here is C19H20N2O4S2 in the gas phase in a non-equilibrium geometry from the OMol25 dataset. Energies are from ωB97M-V with the def2-TZVPD basis set.

The charge is 0. The frontier orbital gap is 8.43 eV. Its SMILES is COC(=O)C1CCN(C(=O)COc2cc3sc(C)nc3c3sccc23)CC1. As for the HOMO energy: -8.0 eV. As for the energy above the lowest of the compared OMol25 structures with the same formula, charge and spin: 329.9 kJ/mol.

Geometry as XYZ:
```
47
Properties=species:S:1:pos:R:3:forces:R:3
O -0.03777 -3.78279 0.41240 0.8 0.6 -1.6
O 2.35073 1.21472 4.25714 -1.2 -1.9 2.4
N -2.14454 2.06575 -5.34168 -1.7 -3.3 2.3
O 1.46705 0.15141 6.09848 0.2 -0.2 0.1
O 0.68976 -0.55737 -1.10290 -0.2 -0.4 -1.0
S -3.69947 0.69271 -3.60515 0.7 0.1 -1.4
S 1.14726 2.11370 -5.33950 1.7 0.8 -0.2
C 0.12640 -2.56764 0.29502 -0.8 -1.8 2.4
C 1.57311 0.40662 4.81177 0.4 2.4 -4.2
C -3.39197 1.56475 -5.11034 2.4 3.0 -0.7
C 2.54914 1.73235 -4.31598 -2.0 -1.8 2.2
C 2.14714 0.93692 -3.24840 -0.3 0.3 -0.3
C -1.33555 0.01286 -2.39064 1.1 -2.5 3.9
C -1.29762 1.43536 -4.34868 -2.4 -0.2 -0.9
C 0.07822 0.03782 -2.18473 -3.3 -0.4 -0.9
C -1.96822 0.64035 -3.39235 -0.7 1.4 -1.1
C 0.06076 1.38355 -4.26913 0.6 -0.7 0.7
C 0.70780 0.66320 -3.22486 2.9 1.8 -0.5
N -0.10456 -1.87888 1.51925 1.1 0.8 -6.5
C 2.37091 0.81008 6.97606 0.2 1.5 0.9
C -4.48960 2.09750 -5.99411 1.2 -0.1 -0.4
C 0.59903 -2.00532 -1.08748 0.9 0.4 1.1
C 0.08483 -2.50188 2.71942 0.2 -3.1 2.2
C -0.58033 -0.54965 1.50203 0.7 1.6 3.3
C 1.01712 -1.73513 3.60571 2.0 -0.6 1.4
C 0.38775 0.30927 2.43153 -2.1 0.2 1.6
C 0.53006 -0.30200 3.87798 3.8 -0.6 -1.7
H 3.53189 2.12692 -4.38135 0.5 0.3 -0.7
H 2.65669 0.55368 -2.32779 0.3 0.7 -1.4
H -1.94469 -0.59732 -1.66814 0.6 0.7 -0.7
H 3.42330 0.77788 6.71446 0.0 -0.7 -0.3
H 2.18760 1.89054 7.07817 -0.4 -0.2 -0.6
H 2.18182 0.44717 7.97704 0.1 -0.6 0.0
H -4.12413 3.03179 -6.47065 0.0 -0.9 0.0
H -5.27356 2.43377 -5.37378 -1.4 -0.1 0.5
H -4.77853 1.32972 -6.73138 -0.2 0.5 0.3
H -0.02635 -2.42042 -1.87001 -0.5 0.2 0.0
H 1.62873 -2.39285 -1.33155 -0.9 0.2 0.7
H 0.49652 -3.56014 2.62165 -0.6 1.5 -0.4
H -0.90079 -2.64545 3.17809 0.0 0.0 0.5
H -0.69329 -0.12886 0.54613 0.3 0.3 -1.2
H -1.57677 -0.54779 1.92649 -0.5 0.1 0.4
H 1.24711 -2.36768 4.51325 -0.7 0.8 -0.5
H 2.05794 -1.68574 3.14234 -1.3 0.1 0.1
H 1.31506 0.29277 1.98200 2.1 0.1 -1.0
H 0.12125 1.35811 2.58942 -0.3 -0.1 -0.5
H -0.36724 -0.28440 4.33475 -3.2 -0.2 1.7
```
Positions in Å, forces in eV/Å.



[4]
Here is C29H48InNP3S2 as an isolated structure in a non-equilibrium geometry from the OMol25 dataset. Energies are from ωB97M-V with the def2-TZVPD basis set.

The charge is +3. The frontier orbital gap is 6.20 eV. As for the HOMO energy: -15.1 eV. As for the energy above the lowest of the compared OMol25 structures with the same formula, charge and spin: 0.0 kJ/mol.

Geometry as XYZ:
```
84
Properties=species:S:1:pos:R:3:forces:R:3
In 0.85519 -0.53295 -0.33668 1.4 0.3 2.0
P -1.99696 -0.09220 -2.82279 -0.3 0.0 0.2
P 0.59098 -3.08381 -0.71025 -0.3 -0.7 0.1
P 2.17961 0.31236 -2.43308 0.7 0.9 -0.2
H -0.00975 3.40629 3.67897 0.2 -0.1 -0.4
C 0.68393 3.36267 2.83246 -0.1 0.3 -0.3
C 0.42215 4.01645 1.69209 -0.1 -0.2 0.4
H -0.51324 4.57469 1.57114 0.4 -0.1 0.1
C -3.07206 0.49912 -1.51543 -0.1 0.1 0.4
C -2.75538 -1.46555 -3.68490 0.1 -0.4 -0.2
C -1.65970 1.23390 -3.97908 0.3 0.3 -0.2
C 1.28041 -4.00348 0.70315 0.2 0.3 0.3
C -1.12374 -3.67945 -0.87080 -0.3 0.0 0.0
C 1.47524 -3.75343 -2.15927 0.2 0.3 -0.2
C 2.16945 2.13079 -2.58668 -0.3 0.1 -0.1
C 1.77310 -0.32672 -4.09625 -0.4 -0.2 0.0
C 3.95089 -0.08824 -2.25356 0.0 -0.4 0.3
H 1.61268 2.81099 3.00120 -0.2 0.2 -0.1
H 1.13937 4.08559 0.86725 -0.2 -0.1 0.3
H -2.47284 0.66960 -0.60829 -0.2 0.0 -0.2
H -3.84775 -0.24846 -1.29621 0.2 0.2 -0.1
H -3.54479 1.44238 -1.82818 0.1 -0.3 0.1
H -2.38288 -2.41937 -3.28973 -0.2 0.2 -0.1
H -2.51213 -1.40091 -4.75400 -0.1 -0.1 0.3
H -3.84557 -1.41969 -3.55626 0.3 0.0 -0.1
H -0.67139 1.67451 -3.79095 -0.3 0.0 -0.1
H -2.42833 2.01031 -3.86151 0.2 -0.2 -0.1
H -1.69444 0.84466 -5.00587 0.1 0.2 0.3
H 1.69728 -4.95219 0.33580 -0.2 0.3 0.2
H 0.49528 -4.20316 1.44419 0.2 0.1 -0.2
H 2.07515 -3.41325 1.17882 -0.1 -0.2 -0.1
H -1.36259 -3.88867 -1.92204 0.1 0.0 0.3
H -1.82355 -2.92734 -0.48561 0.1 -0.2 0.0
H -1.25290 -4.59691 -0.27976 0.0 0.2 -0.3
H 1.99332 -4.67582 -1.86135 -0.2 0.3 -0.2
H 2.21747 -3.03023 -2.52394 -0.1 -0.3 0.1
H 0.76393 -3.97813 -2.96550 0.2 0.1 0.2
H 2.65602 2.42373 -3.52928 -0.1 -0.1 0.3
H 2.71384 2.57887 -1.74456 -0.1 -0.2 -0.2
H 1.13787 2.50870 -2.57628 0.3 0.0 -0.1
H 2.69253 -0.34083 -4.69967 -0.3 0.1 0.2
H 1.02379 0.30238 -4.59410 0.2 -0.2 0.1
H 1.38436 -1.35162 -4.02815 0.1 0.2 -0.1
H 4.36813 -0.31871 -3.24429 -0.1 0.1 0.3
H 4.07438 -0.95766 -1.59585 0.1 0.2 -0.1
H 4.48935 0.75755 -1.80826 -0.2 -0.2 0.0
C 3.68459 0.66381 1.18138 1.3 1.2 -0.6
C 5.04288 0.28113 1.13114 -0.7 0.1 0.0
C 6.01378 1.20247 0.75844 0.0 0.3 0.0
C 5.65001 2.51675 0.43947 -0.1 -0.1 -0.1
C 4.31000 2.91189 0.51844 0.2 0.0 0.1
C 3.33454 2.00417 0.92230 0.2 -0.6 -0.1
S 2.48546 -0.51777 1.58437 -1.2 -1.1 -0.3
H -0.76633 -0.53262 -2.21377 -0.8 0.2 -0.6
H 5.29026 -0.74730 1.38846 0.1 0.2 -0.1
H 7.05927 0.89706 0.72259 -0.3 0.1 0.0
H 6.41123 3.24023 0.14297 -0.2 -0.2 0.1
H 4.02285 3.94132 0.29056 0.2 -0.3 0.1
H 2.29882 2.31354 1.07296 0.3 -0.1 -0.2
N -0.65367 0.56498 0.87746 -0.4 0.0 -1.6
S -0.96960 0.09445 2.42191 -0.1 -0.3 0.8
C -2.06012 1.34838 3.07721 -0.5 0.6 0.5
C -2.66887 2.30925 2.27220 0.0 0.1 0.1
C -3.42664 3.32749 2.86512 0.1 -0.3 0.0
C -3.58195 3.37080 4.25258 0.1 -0.1 -0.1
C -2.99245 2.38889 5.05849 0.0 -0.1 -0.2
C -2.23483 1.37367 4.47501 0.3 -0.1 -0.5
C -2.07883 -1.31002 2.24388 0.1 -0.4 -0.2
C -1.64018 -2.56884 2.68674 0.1 0.5 -0.1
C -2.46294 -3.68168 2.50790 0.0 0.1 0.0
C -3.70020 -3.53916 1.87332 0.1 -0.1 0.0
C -4.13270 -2.28214 1.44369 0.2 0.3 0.1
C -3.33474 -1.15533 1.66958 -0.2 -0.2 -0.3
H -0.47133 1.57557 0.85897 0.2 -0.3 0.3
H -2.52900 2.28379 1.19368 -0.1 0.1 0.2
H -3.88929 4.08477 2.23020 0.1 -0.2 0.2
H -4.16535 4.17179 4.70922 0.2 -0.2 -0.1
H -3.11621 2.41332 6.14191 0.0 0.0 -0.3
H -1.75907 0.59931 5.07728 -0.1 0.3 0.0
H -0.66555 -2.64437 3.17145 -0.2 -0.1 -0.1
H -2.13335 -4.65928 2.86613 -0.2 0.3 -0.1
H -4.33389 -4.41543 1.71970 0.2 0.3 0.1
H -5.09927 -2.16519 0.95152 0.2 -0.1 0.3
H -3.68303 -0.15642 1.40889 0.0 -0.2 0.0
```
Positions in Å, forces in eV/Å.



[5]
Here is C32H36N7PtS2 as an isolated structure in a non-equilibrium geometry from the OMol25 dataset. Energies are from ωB97M-V with the def2-TZVPD basis set.

The charge is +3. The frontier orbital gap (alpha / beta) is 2.47 / 2.47 eV. As for the HOMO energy (alpha / beta): -15.0 / -15.0 eV.

Geometry as XYZ:
```
78
Properties=species:S:1:pos:R:3:forces:R:3
Pt 1.09836 0.70367 0.75942 -0.2 0.5 0.6
C -0.23265 -6.83165 -0.96937 -0.1 0.5 -0.1
C -0.09580 -5.64339 -1.96128 -0.3 -0.8 0.2
C 0.19131 -6.23652 -3.35759 0.0 0.5 0.0
C -1.41374 -4.87219 -2.00576 0.3 -0.1 0.0
C 1.07283 -4.81055 -1.51477 0.0 0.8 0.1
C 2.35174 -5.42153 -1.57721 0.1 0.3 0.0
C 3.50126 -4.70146 -1.41512 0.0 0.1 0.1
C 3.39017 -3.34522 -1.11135 -0.4 0.1 0.1
S 4.66510 -2.22517 -0.98490 -0.9 0.7 0.3
C 3.46114 -0.98982 -0.55261 1.6 -0.7 -0.3
N 2.23005 -1.40572 -0.50511 -0.8 1.1 0.3
C 2.12316 -2.72699 -0.86906 0.7 -0.7 -0.2
C 0.97280 -3.47955 -1.08904 -0.2 -0.7 -0.2
C 3.92416 0.33515 -0.27183 -0.4 -0.4 -0.2
C 5.27683 0.64658 -0.50709 -0.2 0.4 0.2
C 5.76246 1.90625 -0.24571 0.1 -0.3 -0.1
C 4.91496 2.87351 0.28038 -0.5 -0.2 0.1
C 3.58234 2.56962 0.53710 -0.3 0.6 0.4
C 3.04821 1.31917 0.25111 -0.7 -0.2 0.6
H -1.12102 -7.40207 -1.23226 0.0 -0.1 0.1
H -0.33500 -6.45187 0.04522 -0.1 -0.1 0.2
H 0.62441 -7.49819 -1.00270 0.1 -0.1 0.0
H -0.59210 -6.93998 -3.62398 -0.1 0.0 0.0
H 1.14216 -6.75664 -3.41648 0.0 -0.1 0.0
H 0.20842 -5.43647 -4.09411 0.0 0.0 -0.2
H -2.15967 -5.46035 -2.53336 -0.1 0.0 0.0
H -1.30210 -3.92653 -2.53341 -0.1 0.1 -0.1
H -1.78942 -4.68222 -1.00258 -0.1 0.1 0.1
H 2.42783 -6.47404 -1.79366 0.0 -0.1 -0.1
H 4.47145 -5.15869 -1.52402 0.1 -0.1 0.0
H 0.00919 -3.00404 -0.99107 -0.2 0.0 -0.1
H 5.94486 -0.10987 -0.89699 0.0 0.0 0.0
H 6.79870 2.13236 -0.43786 0.1 0.1 0.0
H 5.29029 3.85961 0.50751 0.0 0.1 0.0
H 2.97869 3.34849 0.97991 -0.1 0.0 0.0
N 1.94900 0.50937 3.08403 0.3 0.3 -1.0
C 1.20974 -0.54905 3.77741 -0.4 -0.7 -0.2
C 0.94156 -1.69637 2.80690 0.6 0.2 0.7
N 0.10987 -1.20826 1.70487 0.1 0.9 -0.4
H 2.93540 0.26568 3.00460 0.0 0.1 0.0
H 1.90531 1.38649 3.59508 0.0 0.1 -0.1
H 0.25756 -0.14787 4.13308 0.1 0.1 0.0
H 1.75589 -0.92338 4.64700 0.0 0.1 0.0
H 0.46306 -2.52088 3.34536 0.0 0.0 -0.2
H 1.87921 -2.06031 2.37972 0.0 0.0 0.1
H -0.82829 -0.98708 2.03308 0.0 0.1 -0.1
H 0.02880 -1.91901 0.98299 0.0 0.0 -0.2
S -5.39643 2.37503 -0.78157 0.4 0.0 0.3
C -3.70919 1.99469 -0.33404 -0.8 0.3 -0.4
C -3.17342 2.06796 0.94809 0.6 -0.2 0.0
C -1.90842 1.55067 1.16381 -0.4 0.3 0.7
N -1.16315 1.00712 0.19977 1.3 -0.4 0.0
C -1.65699 0.96558 -1.03427 0.0 -0.3 -0.8
C -2.92265 1.43456 -1.33863 0.3 -0.2 0.3
C -5.65928 4.12135 -0.42700 0.1 -0.2 -0.4
C -5.70264 4.71087 0.82660 0.0 0.0 0.2
C -6.04227 6.06123 0.88914 0.2 -1.0 -0.1
N -6.31508 6.72990 -0.20077 -0.4 2.2 0.4
C -6.27896 6.20865 -1.39378 0.1 -1.1 -0.4
C -5.95292 4.86529 -1.56502 0.0 0.1 0.0
H -3.72755 2.47742 1.77436 -0.1 0.0 0.1
H -1.48169 1.55420 2.15815 0.0 0.1 0.0
H -1.03053 0.52528 -1.79999 0.0 0.0 0.0
H -3.30221 1.36394 -2.34275 0.0 0.0 -0.2
H -5.52686 4.16012 1.73569 0.0 -0.2 0.1
H -6.11946 6.59231 1.82739 0.0 0.0 0.1
H -6.52185 6.84366 -2.23536 0.0 0.0 0.0
H -5.94768 4.42025 -2.54718 0.0 -0.1 -0.1
N 0.65598 3.92829 -0.00399 0.2 0.1 -0.5
C 0.55166 5.20006 0.41651 -0.1 -0.2 0.3
C 0.37320 5.15717 1.78322 0.1 -0.2 -0.1
C 0.39399 3.79955 2.10689 0.1 0.3 0.1
N 0.56136 3.06577 1.01433 0.7 -1.7 -0.4
H 0.80737 3.60063 -0.94726 0.0 0.0 0.1
H 0.60753 6.03411 -0.25473 0.0 0.1 -0.2
H 0.26787 5.98292 2.45603 -0.1 0.2 0.1
H 0.29178 3.34840 3.07189 0.0 -0.2 0.3
```
Positions in Å, forces in eV/Å.



[6]
Here is CF3N3 in the gas phase in a non-equilibrium geometry from the OMol25 dataset. Energies are from ωB97M-V with the def2-TZVPD basis set.

The charge is 0. The frontier orbital gap is 10.78 eV. Its SMILES is FN(F)C1(F)N=N1. As for the HOMO energy: -10.9 eV. As for the energy above the lowest of the compared OMol25 structures with the same formula, charge and spin: 111.2 kJ/mol.

Geometry as XYZ:
```
7
Properties=species:S:1:pos:R:3:forces:R:3
C 0.39233 -0.19928 0.18822 -1.0 3.3 -2.4
N 1.51336 0.69222 -0.16028 -0.6 1.5 2.9
N 1.44530 -0.29962 -0.82845 -1.9 -2.5 -1.2
N -1.13396 0.50695 -0.19513 5.0 -0.4 -0.4
F 0.33930 -1.00701 1.20235 0.3 -0.3 0.8
F -1.61308 -0.50189 -0.94411 -1.4 -1.2 -0.9
F -1.86679 0.49437 0.91697 -0.5 -0.4 1.2
```
Positions in Å, forces in eV/Å.